Here is a molecular structure, C18H54NO12 at a distorted geometry from the OMol25 dataset. Energies are from the ωB97M-V functional and the def2-TZVPD basis.

Structure (XYZ):
```
85
Properties=species:S:1:pos:R:3:forces:R:3
N 0.5109 0.5578 -0.5904 -5.5 1.3 -1.9
O 0.6949 -0.6252 -0.3114 1.8 -0.4 0.2
O -0.5541 1.0898 -0.1174 1.1 -0.2 1.3
O 0.9149 1.1468 -1.6204 2.5 -0.8 0.4
C 3.8679 1.9208 0.4906 -3.6 2.7 -1.6
C 2.8469 1.5318 1.5546 1.6 -2.9 0.1
O 3.3319 1.8538 2.8326 0.9 -1.3 4.9
H 4.2319 2.9438 0.5636 -0.4 0.4 0.4
H 3.3449 1.9148 -0.5304 0.6 -0.2 1.3
H 4.7389 1.4118 0.3806 2.3 -2.4 0.2
H 2.6599 0.3818 1.4776 0.3 3.8 -1.1
H 1.9639 2.0498 1.6646 -2.5 1.1 -1.9
H 2.8959 1.3938 3.7096 1.2 1.3 -4.0
C 4.6489 -1.6872 -2.7694 0.8 -4.1 2.8
C 3.4599 -1.0182 -2.0964 6.0 2.9 1.0
O 3.2469 -1.5732 -0.8584 3.1 0.7 -13.1
H 5.6679 -1.5642 -2.3104 -1.2 -0.2 1.2
H 5.0529 -1.3862 -3.6364 -0.1 1.6 -4.1
H 4.5509 -2.8862 -2.8804 -0.1 2.6 0.4
H 2.6419 -1.0872 -2.6094 -4.8 -0.4 -3.5
H 3.7079 0.1518 -2.0344 -0.5 -2.2 0.1
H 2.3789 -1.3172 -0.3964 -3.9 -1.9 -9.2
C -2.1751 -2.4202 2.8136 1.9 -3.1 7.9
C -0.7011 -2.3952 2.6066 2.3 2.1 1.3
O -0.3221 -0.9742 2.5066 -1.5 -1.7 4.6
H -2.6351 -3.3682 3.1826 0.7 -0.2 -0.8
H -2.6991 -2.1312 2.0846 -4.1 2.7 -4.3
H -2.3761 -1.9212 3.7616 0.1 1.1 -0.3
H -0.2141 -3.0112 1.7626 0.1 3.5 2.9
H -0.2741 -2.8072 3.5396 0.3 0.4 -0.3
H -0.3821 -0.7992 1.6266 -0.1 1.3 -4.1
C -5.1071 -0.3942 0.4256 0.9 2.0 0.6
C -3.8351 -0.4362 -0.3074 1.0 -3.3 -1.7
O -4.0031 -0.1522 -1.6474 0.1 1.6 -2.8
H -4.9531 -0.7512 1.3926 0.2 -0.9 1.8
H -5.8211 -0.9652 -0.0404 -1.9 -1.3 -1.2
H -5.4371 0.6308 0.5806 -0.3 0.2 -0.4
H -3.4141 -1.5072 -0.4264 -1.1 2.2 1.3
H -3.1121 0.2438 0.0216 1.3 0.8 1.5
H -3.1031 0.0478 -2.0434 -1.4 -0.3 0.3
C 1.3319 5.9198 -1.1644 -0.4 -3.7 -0.4
C 0.7809 4.4598 -1.3454 -2.8 4.1 0.3
O 0.9499 3.9088 -2.5664 2.7 -5.9 -1.4
H 0.7679 6.2558 -0.3294 0.1 1.1 0.6
H 1.1979 6.3268 -2.1034 -1.3 1.7 -1.7
H 2.3769 5.8778 -1.1694 1.9 0.1 1.3
H -0.2761 4.6358 -1.5654 -1.0 0.5 2.4
H 0.9559 3.8798 -0.4814 0.3 -1.1 0.8
H 0.8689 2.8738 -2.2784 0.4 3.0 -1.7
C -3.8481 2.3848 2.9796 1.0 -0.7 3.9
C -2.4081 1.9418 2.7136 1.0 -3.1 -2.2
O -1.7841 2.7758 1.7706 -3.2 4.3 4.3
H -4.2691 2.3378 2.0056 -1.2 0.8 -0.5
H -3.8471 3.3768 3.6586 -0.3 -1.9 -2.2
H -4.3211 1.5648 3.6986 0.7 1.6 -1.6
H -2.3211 0.8768 2.1636 -0.9 1.8 1.6
H -1.7851 1.8178 3.5966 -0.1 0.3 0.3
H -1.2931 2.4258 1.1266 2.8 -3.0 -3.6
C -1.4561 -0.0052 -5.3274 0.4 0.1 -2.9
C -0.8471 0.5558 -4.1634 2.4 3.7 4.8
O -1.4961 0.1138 -2.8904 -0.1 0.0 -0.7
H -1.3901 -1.0752 -5.2324 0.3 -0.6 -0.7
H -0.9701 0.4758 -6.3424 -1.3 -1.5 2.6
H -2.5001 0.2058 -5.2454 -0.9 0.4 -0.5
H -0.8661 1.7308 -4.1704 -0.2 -2.0 -0.1
H 0.2169 0.3388 -3.9214 -0.4 -0.1 -1.0
H -0.9601 0.3168 -2.0864 -0.4 0.2 -1.5
C -2.1401 -2.7202 0.3036 1.9 -6.1 -1.7
C -1.1641 -3.9032 0.8146 -1.8 -0.2 -1.9
O -1.5351 -5.1202 0.2236 2.3 -2.8 0.0
H -1.9961 -1.8392 0.7186 0.3 3.4 2.8
H -3.1531 -3.1632 0.3606 0.6 0.7 -0.4
H -1.7641 -2.3132 -0.5904 -0.1 -1.0 -2.6
H -1.2031 -3.8612 1.8756 -1.5 -2.7 -0.2
H -0.1101 -3.7352 0.6706 0.6 0.0 -1.5
H -0.7221 -5.7842 0.3736 -2.9 2.3 -0.5
C 2.2189 -1.4132 2.1976 3.3 -6.0 1.1
C 3.0879 -1.7702 0.9456 -0.5 -0.8 10.7
O 3.0999 -3.1332 0.5916 -0.1 -0.5 1.7
H 1.2329 -1.7062 2.0336 -0.5 0.4 -0.4
H 2.4999 -0.4302 2.2646 -0.8 1.1 2.0
H 2.5299 -2.0102 3.1486 -0.2 1.1 -1.3
H 4.0339 -1.2082 1.1056 0.2 -1.1 -0.1
H 2.6889 -1.1662 0.2156 1.1 4.0 11.9
H 3.3439 -3.1142 -0.3374 0.0 -0.4 0.2
```
Positions in Å, forces in eV/Å.

energy	-45578.10393	eV
relative energy (zero: lowest compared OMol25 entry of this formula, charge and spin)	2067.3	kJ/mol
HOMO-LUMO gap	8.48	eV
charge	-1

Löwdin population analysis, charges in e, atoms 1 to 5: number 1, N, carries -0.48; number 2, O, carries 0.04; number 3, O, carries -0.04; number 4, O, carries -0.03; number 5, C, carries -0.05